The ion C2H3BrO2P with charge -1 at a distorted geometry, computed with wB97M-V/def2-TZVPD.

Structure (ORCA input):
```
! RIJCOSX wB97M-V def2-TZVPD def2/J DEFGRID3
* xyz -1 1
C 0.23 -0.62 -0.14
O -1.95 -2.11 0.05
P -1.31 -1.00 0.90
H 1.99 0.27 -0.82
Br -2.38 0.84 0.11
H 0.66 2.01 0.80
O 1.32 1.72 0.22
C 1.10 0.40 -0.28
H 0.35 -1.50 -0.84
*
```

* HOMO: -3.58 eV
* relative energy (zero: lowest compared OMol25 entry of this formula, charge and spin): 201.65 kJ/mol
* SMILES string: [O-]P(Br)/C=C\O

The molecule's Mulliken atomic charges, reported in e, are given here: -0.450 -0.619 0.034 0.297 -0.396 0.276 -0.491 0.137 0.212



An isolated molecule of C4H9NO, computed with wB97M-V/def2-TZVPD.

Structure (ORCA input):
```
! RIJCOSX wB97M-V def2-TZVPD def2/J DEFGRID3
* xyz 0 1
C 0.27 -0.90 1.14
H -0.27 1.70 1.47
C 0.16 0.10 0.05
C 0.24 1.58 0.51
H -0.62 0.27 -1.89
N -1.00 -0.68 0.47
H -0.70 -1.96 -1.29
H 1.16 0.05 -1.91
O 0.11 -1.64 -1.73
H -0.25 2.25 -0.20
H 0.76 -1.86 0.99
H 1.25 1.98 0.67
H -1.64 -0.09 0.98
C 0.24 -0.27 -1.44
H 0.29 -0.54 2.17
*
```

* HOMO: -9.71 eV
* relative energy (zero: lowest compared OMol25 entry of this formula, charge and spin): 218.18 kJ/mol
* SMILES string: C[C@@]1(CO)CN1

The molecule's Mulliken atomic charges, reported in e, are given here: -0.575 0.344 1.013 -1.346 0.211 -0.686 0.350 0.359 -0.552 0.343 0.238 0.290 0.259 -0.534 0.286



no.,orbital gap (Eh)
1,0.2651
2,0.3926